(1)
19
Properties=species:S:1:pos:R:3 method="wB97M-V/def2-TZVPD" orbital_gap_ev=9.513 spin_multiplicity=1 e_tot_ev=-8459.4176 lumo_ev=1.0
C 1.696 1.251 -0.253
C 0.688 0.183 0.081
C 1.331 -1.169 -0.084
C -0.583 0.324 -0.706
C -1.755 -0.542 -0.347
C -2.053 0.332 0.801
O -2.028 -0.521 1.833
H 1.254 2.240 -0.095
H 2.617 1.177 0.335
H 1.960 1.181 -1.316
H 0.477 0.301 1.149
H 2.266 -1.262 0.475
H 1.544 -1.344 -1.147
H 0.648 -1.956 0.243
H -0.410 0.261 -1.783
H -2.628 -0.490 -1.004
H -1.591 -1.586 -0.079
H -1.444 1.519 -0.676
H -1.990 0.100 2.571

(2)
8
Properties=species:S:1:pos:R:3 method="wB97M-V/def2-TZVPD" orbital_gap_ev="8.364 / 8.416" spin_multiplicity=1 e_tot_ev=-82979.3459 lumo_ev="-0.9 / -0.9"
C -0.571 0.262 0.422
C 0.381 -0.542 -0.351
F 0.277 -1.853 0.013
Br 2.274 -0.090 -0.006
I -2.610 0.242 -0.039
H -0.246 0.591 1.399
H 0.337 1.930 0.030
H 0.158 -0.539 -1.468

(3)
10
Properties=species:S:1:pos:R:3 method="wB97M-V/def2-TZVPD" orbital_gap_ev="8.691 / 6.075" spin_multiplicity=1 e_tot_ev=-19470.0923 lumo_ev="-0.3 / -1.3"
C 1.062 2.270 -0.387
C 1.854 0.033 0.181
N 1.323 1.199 0.156
N -0.954 -0.498 0.004
N -2.132 -1.151 -0.236
O 2.941 -0.473 0.181
S 0.417 -1.350 0.048
H 0.550 3.083 0.024
H -2.216 -2.149 -0.439
H -2.845 -0.965 0.468

(4)
18
Properties=species:S:1:pos:R:3 method="wB97M-V/def2-TZVPD" smiles=CCNCCSS orbital_gap_ev=9.133 spin_multiplicity=1 e_tot_ev=-27485.3298 lumo_ev=0.6
C -2.766 -0.473 0.639
C -1.441 -0.269 1.266
N -0.329 0.178 0.324
C 1.143 0.341 0.541
C 1.624 1.079 -0.799
S 1.364 0.250 -2.339
S 3.299 -0.307 -2.719
H -3.176 0.482 0.402
H -3.498 -0.986 1.415
H -2.847 -1.092 -0.374
H -0.987 -1.140 1.628
H -1.499 0.540 1.972
H -0.371 -0.581 -0.312
H 1.170 1.006 1.359
H 1.617 -0.644 0.698
H 0.983 1.925 -0.746
H 2.694 1.295 -0.561
H 3.020 -1.604 -2.392

(5)
57
Properties=species:S:1:pos:R:3 method="wB97M-V/def2-TZVPD" orbital_gap_ev=7.130 spin_multiplicity=1 e_tot_ev=-121631.2428 lumo_ev=-0.1
Pb -0.991 -0.563 -1.164
S -1.560 -3.290 -0.299
C 0.019 -3.871 0.203
C 0.112 -4.774 1.271
C 1.329 -5.270 1.703
C 2.502 -4.895 1.059
C 2.437 -4.014 -0.005
C 1.218 -3.479 -0.407
S 1.139 -2.352 -1.787
C 2.618 -1.350 -1.506
C 2.484 0.153 -1.620
C 3.679 0.858 -1.755
C 3.650 2.232 -1.819
C 2.421 2.870 -1.771
C 1.271 2.109 -1.658
C -0.062 2.802 -1.710
S -1.054 2.474 -0.221
C -2.606 3.241 -0.647
C -2.913 4.400 0.064
C -4.134 5.038 -0.083
C -5.075 4.519 -0.958
C -4.779 3.373 -1.678
C -3.556 2.721 -1.539
S -3.374 1.234 -2.520
N 1.306 0.767 -1.560
H -0.805 -5.085 1.755
H 1.359 -5.963 2.534
H 3.457 -5.297 1.370
H 3.345 -3.749 -0.532
H 3.385 -1.661 -2.216
H 2.978 -1.584 -0.503
H 4.613 0.314 -1.807
H 4.565 2.801 -1.916
H 2.346 3.946 -1.839
H -0.612 2.474 -2.588
H 0.093 3.876 -1.803
H -2.174 4.794 0.749
H -4.343 5.934 0.486
H -6.036 4.999 -1.085
H -5.506 2.963 -2.367
S -0.060 1.913 -5.612
C -1.021 1.097 -4.558
S -0.782 -0.490 -3.981
S -2.498 2.038 -4.228
C 1.569 -0.475 4.428
N 0.426 -1.211 3.932
C -0.435 -1.998 4.681
C -1.354 -2.495 3.831
N -1.060 -1.995 2.581
C 0.041 -1.223 2.633
S 0.820 -0.396 1.375
H 1.753 -0.767 5.458
H 1.381 0.597 4.376
H 2.442 -0.702 3.819
H -0.313 -2.121 5.741
H -2.188 -3.149 4.004
H -1.466 -2.320 1.690

(6)
32
Properties=species:S:1:pos:R:3 method="wB97M-V/def2-TZVPD" smiles="CC1=S(=C(O)C[C@@H](C)N)=[NH+][C@](C)(O)N1" orbital_gap_ev="6.950 / 6.893" spin_multiplicity=1 e_tot_ev=-27977.5716 lumo_ev="-3.9 / -3.9" charge=+1
C -2.831 1.832 -1.747
C -2.229 0.535 -1.488
S -2.106 -0.292 0.061
C -0.824 -0.073 1.588
O -1.374 0.287 2.686
C 0.529 0.331 1.177
C 1.449 0.391 2.424
C 2.804 0.884 1.973
N 0.833 1.252 3.413
N -1.074 -1.437 -0.592
C -0.726 -1.233 -2.002
C -1.118 -2.480 -2.825
O 0.767 -1.060 -2.091
N -1.256 0.073 -2.347
H -3.655 1.814 -2.462
H -2.163 2.644 -2.236
H -3.185 2.298 -0.742
H -0.720 0.798 3.247
H 0.767 -0.606 0.582
H 0.408 1.366 0.780
H 1.615 -0.527 2.866
H 2.984 0.363 1.028
H 2.702 2.087 1.683
H 3.651 0.828 2.667
H 0.988 2.169 3.155
H 1.374 1.229 4.370
H -1.527 -2.321 -0.316
H -0.720 -2.232 -3.834
H -2.249 -2.469 -2.878
H -0.838 -3.470 -2.264
H 1.243 -1.940 -1.759
H -1.116 0.578 -3.159